*i*
This record from the OMol25 dataset describes a single C5H12O molecule. The level of theory is ωB97M-V with the def2-TZVPD basis set.

Results
**SMILES**: CC(C)(C)CO
**HOMO energy**: -9.699 eV
**Molecular weight**: 88.15 g/mol
**Frontier orbital gap**: 0.38614 Ha

Geometry as ORCA input:
```
! RIJCOSX wB97M-V def2-TZVPD def2/J DEFGRID3
* xyz 0 1
C -0.898 1.251 -0.205
C -0.178 -0.107 -0.011
C -0.808 -1.129 -0.982
C -0.239 -0.542 1.427
C 1.397 0.009 -0.330
O 2.169 0.782 0.569
H -0.923 1.586 -1.254
H -0.416 2.036 0.388
H -1.947 1.192 0.125
H -0.777 -0.798 -2.032
H -0.293 -2.095 -0.927
H -1.867 -1.308 -0.743
H -1.247 -0.496 1.839
H 0.152 -1.563 1.505
H 0.424 0.123 1.991
H 1.851 -0.994 -0.325
H 1.108 0.432 -1.266
H 2.376 1.657 0.225
*
```

Löwdin population analysis, charges in e, atoms 1 to 2:
1. C -0.06
2. C -0.60



*ii*
This record from the OMol25 dataset describes C5H12O as an isolated structure. The level of theory is ωB97M-V with the def2-TZVPD basis set.

Results
**HOMO energy**: -9.341 eV
**Molecular weight**: 88.15 g/mol
**Frontier orbital gap**: 0.38528 Ha

Geometry as ORCA input:
```
! RIJCOSX wB97M-V def2-TZVPD def2/J DEFGRID3
* xyz 0 1
C 1.886 -1.451 1.016
C 1.095 -0.315 0.341
C -0.351 -0.726 -0.050
C -1.721 0.681 0.224
O -2.109 1.206 -0.973
C -0.949 1.300 -1.747
H 1.341 -1.834 1.886
H 2.870 -1.108 1.367
H 2.061 -2.295 0.336
H 1.691 0.045 -0.518
H 1.036 0.530 1.033
H -0.234 -1.445 -0.910
H -0.792 -1.324 0.723
H -2.658 0.453 0.781
H -1.083 1.361 0.811
H -1.238 1.479 -2.786
H -0.470 0.316 -1.454
H -0.279 2.092 -1.373
*
```

Löwdin population analysis, charges in e, atoms 1 to 2:
1. C -0.13
2. C -0.31



*iii*
This record from the OMol25 dataset describes a 3-piece molecular cluster, C5H12O overall. The level of theory is ωB97M-V with the def2-TZVPD basis set.

Results
**SMILES**: CC(C)=O.[H][H].C=C
**HOMO energy**: -9.665 eV
**Molecular weight**: 88.15 g/mol
**Frontier orbital gap**: 0.39083 Ha

Geometry as ORCA input:
```
! RIJCOSX wB97M-V def2-TZVPD def2/J DEFGRID3
* xyz 0 1
C -0.182 1.721 1.399
C 0.969 1.792 0.740
C -0.305 -0.885 -0.887
C 0.635 -0.483 -2.003
C 0.285 -1.724 0.227
O -1.479 -0.578 -0.907
H -1.101 2.133 0.990
H -0.255 1.242 2.372
H -2.984 0.208 1.652
H 1.887 1.374 1.148
H 1.038 2.272 -0.234
H 1.515 0.030 -1.597
H 0.114 0.170 -2.706
H 0.994 -1.374 -2.531
H 1.283 -1.371 0.508
H 0.386 -2.761 -0.119
H -0.375 -1.707 1.096
H -2.686 -0.058 1.021
*
```

Löwdin population analysis, charges in e, atoms 1 to 2:
1. C -0.09
2. C -0.09



Result of the stability comparison: *ii* is the least stable of them.



*i*
This record from the OMol25 dataset describes a single C3H3N3O molecule. The level of theory is ωB97M-V with the def2-TZVPD basis set.

Results
**SMILES**: O=Cc1cnn[nH]1
**HOMO energy**: -10.420 eV
**Molecular weight**: 97.08 g/mol
**Frontier orbital gap**: 0.38477 Ha

Geometry as ORCA input:
```
! RIJCOSX wB97M-V def2-TZVPD def2/J DEFGRID3
* xyz 0 1
N 1.116 0.635 0.259
C 0.166 -0.342 0.220
N 1.348 1.128 -0.951
N 0.561 0.531 -1.791
O -1.342 0.444 1.841
C -0.981 -0.470 1.140
C -0.147 -0.406 -1.119
H 1.761 0.891 0.995
H -1.587 -1.384 0.998
H -0.894 -1.027 -1.594
*
```

Löwdin population analysis, charges in e, atoms 1 to 2:
1. N 0.05
2. C -0.22



*ii*
This record from the OMol25 dataset describes a single C3H3N3O molecule. The level of theory is ωB97M-V with the def2-TZVPD basis set.

Results
**SMILES**: O=c1cn[nH]cn1
**HOMO energy**: -9.865 eV
**Molecular weight**: 97.08 g/mol
**Frontier orbital gap**: 0.36191 Ha

Geometry as ORCA input:
```
! RIJCOSX wB97M-V def2-TZVPD def2/J DEFGRID3
* xyz 0 1
O -0.874 -0.871 1.810
C -0.793 -0.092 0.893
C -1.158 -0.461 -0.513
N -0.156 -0.640 -1.283
N 1.087 -0.161 -0.755
C 0.935 0.958 0.105
N -0.039 1.083 0.919
H 1.518 -0.932 -0.254
H -2.160 -0.656 -0.878
H 1.639 1.772 -0.043
*
```

Löwdin population analysis, charges in e, atoms 1 to 2:
1. O 0.12
2. C -0.48



Result of the stability comparison: *ii* is the least stable of them.



*i*
This record from the OMol25 dataset describes a 2-piece molecular cluster, C3H3N3O overall. The level of theory is ωB97M-V with the def2-TZVPD basis set.

Results
**HOMO energy (alpha / beta)**: -11.860 / -10.676 eV
**Molecular weight**: 97.08 g/mol
**Frontier orbital gap (alpha / beta)**: 0.33064 / 0.25770 Ha

Geometry as ORCA input:
```
! RIJCOSX wB97M-V def2-TZVPD def2/J DEFGRID3
* xyz 0 1
C 1.794 1.369 -0.179
C 0.970 -1.269 0.183
C -1.452 0.040 -0.017
N 2.291 2.305 0.235
N 1.437 -1.855 1.064
N 0.576 -0.713 -0.920
O -0.636 -0.256 -1.136
H -1.037 0.909 0.513
H -1.506 -0.806 0.674
H -2.437 0.276 -0.416
*
```

Löwdin population analysis, charges in e, atoms 1 to 2:
1. C -0.10
2. C -0.37



*ii*
This record from the OMol25 dataset describes a 2-piece molecular cluster, C3H3N3O overall. The level of theory is ωB97M-V with the def2-TZVPD basis set.

Results
**SMILES**: N=C=CC=O.N#N
**HOMO energy**: -9.421 eV
**Molecular weight**: 97.08 g/mol
**Frontier orbital gap**: 0.33718 Ha

Geometry as ORCA input:
```
! RIJCOSX wB97M-V def2-TZVPD def2/J DEFGRID3
* xyz 0 1
N -1.032 1.523 1.235
C -0.268 0.887 0.540
N -1.710 -0.604 -0.180
N -1.335 -1.586 -0.517
O 2.341 -1.320 -0.719
C 1.249 -0.852 -0.490
C 0.882 0.470 0.008
H -2.018 1.619 1.036
H 0.348 -1.440 -0.742
H 1.544 1.305 -0.171
*
```

Löwdin population analysis, charges in e, atoms 1 to 2:
1. N 0.17
2. C -0.26



Result of the stability comparison: *i* is the least stable of them.



*i*
This record from the OMol25 dataset describes a 2-piece molecular cluster, C3H3N3O overall. The level of theory is ωB97M-V with the def2-TZVPD basis set.

Results
**SMILES**: N=C=CC=O.N#N
**HOMO energy**: -9.731 eV
**Molecular weight**: 97.08 g/mol
**Frontier orbital gap**: 0.37012 Ha

Geometry as ORCA input:
```
! RIJCOSX wB97M-V def2-TZVPD def2/J DEFGRID3
* xyz 0 1
N 2.050 0.006 0.179
C 0.885 -0.321 0.083
N 1.023 2.523 -0.400
N 0.026 2.179 -0.083
O -2.137 0.428 0.698
C -1.674 -0.620 0.309
C -0.276 -0.948 -0.005
H 2.535 0.269 -0.673
H -2.324 -1.511 0.178
H -0.071 -1.970 -0.304
*
```

Löwdin population analysis, charges in e, atoms 1 to 2:
1. N 0.16
2. C -0.22



*ii*
This record from the OMol25 dataset describes a single C3H3N3O molecule. The level of theory is ωB97M-V with the def2-TZVPD basis set.

Results
**HOMO energy (alpha / beta)**: -8.923 / -8.924 eV
**Molecular weight**: 97.08 g/mol
**Frontier orbital gap (alpha / beta)**: 0.31238 / 0.31240 Ha

Geometry as ORCA input:
```
! RIJCOSX wB97M-V def2-TZVPD def2/J DEFGRID3
* xyz 0 1
O 2.522 0.349 -0.371
C 1.745 -0.349 0.230
N 0.362 -0.178 0.126
C -0.362 0.926 -0.245
N -1.586 0.983 0.308
C -1.654 -0.354 0.123
N -0.591 -1.079 0.548
H 2.016 -1.178 0.907
H -0.071 1.614 -1.013
H -2.366 -0.741 -0.614
*
```

Löwdin population analysis, charges in e, atoms 1 to 2:
1. O 0.06
2. C -0.25



*iii*
This record from the OMol25 dataset describes a single C3H3N3O molecule. The level of theory is ωB97M-V with the def2-TZVPD basis set.

Results
**SMILES**: N=C=N/N=C\C=O
**HOMO energy**: -9.445 eV
**Molecular weight**: 97.08 g/mol
**Frontier orbital gap**: 0.32754 Ha

Geometry as ORCA input:
```
! RIJCOSX wB97M-V def2-TZVPD def2/J DEFGRID3
* xyz 0 1
N 2.422 0.437 1.011
C 1.538 0.763 0.223
N 0.565 1.129 -0.429
N -0.052 0.283 -1.324
O -1.443 0.375 1.324
C -1.625 -0.455 0.466
C -1.049 -0.397 -0.915
H 3.383 0.442 0.663
H -2.252 -1.348 0.663
H -1.510 -1.024 -1.677
*
```

Löwdin population analysis, charges in e, atoms 1 to 2:
1. N 0.16
2. C -0.26



*iv*
This record from the OMol25 dataset describes a 2-piece molecular cluster, C3H3N3O overall. The level of theory is ωB97M-V with the def2-TZVPD basis set.

Results
**SMILES**: N=C=CC=O.N#N
**HOMO energy**: -9.645 eV
**Molecular weight**: 97.08 g/mol
**Frontier orbital gap**: 0.37693 Ha

Geometry as ORCA input:
```
! RIJCOSX wB97M-V def2-TZVPD def2/J DEFGRID3
* xyz 0 1
N 2.322 -0.529 0.639
C 1.158 -0.649 0.307
N -0.690 1.883 -1.154
N -0.639 1.978 -2.250
O -1.175 -0.391 2.038
C -1.217 -0.430 0.830
C -0.103 -0.832 -0.049
H 2.792 0.338 0.389
H -2.133 -0.132 0.285
H -0.316 -1.235 -1.035
*
```

Löwdin population analysis, charges in e, atoms 1 to 2:
1. N 0.18
2. C -0.16



Result of the stability comparison: *ii* is the least stable of them.



*i*
This record from the OMol25 dataset describes an isolated ion of composition C5H12NO and charge -1. The level of theory is ωB97M-V with the def2-TZVPD basis set.

Results
**SMILES**: NCCCCC[O-]
**HOMO energy**: -2.122 eV
**Molecular weight**: 102.16 g/mol
**Frontier orbital gap**: 0.21627 Ha

Geometry as ORCA input:
```
! RIJCOSX wB97M-V def2-TZVPD def2/J DEFGRID3
* xyz -1 1
C -1.646 1.457 -0.539
O -2.569 2.176 0.147
C -1.734 0.032 -0.084
C -0.697 -0.922 -0.644
C 0.777 -0.641 -0.575
C 1.322 -0.413 0.879
N 2.780 -0.096 1.034
H -0.518 1.798 -0.309
H -1.767 1.552 -1.683
H -2.899 -0.364 -0.273
H -1.864 -0.012 1.083
H -0.716 -0.833 -1.839
H -1.009 -1.917 -0.384
H 1.357 -1.370 -0.979
H 0.842 0.396 -1.095
H 1.045 -1.230 1.574
H 0.739 0.473 1.293
H 2.973 0.490 1.794
H 3.585 -0.576 0.600
*
```

Löwdin population analysis, charges in e, atoms 1 to 2:
1. C -0.60
2. O -0.40



*ii*
This record from the OMol25 dataset describes an isolated ion of composition C5H12NO and charge -1. The level of theory is ωB97M-V with the def2-TZVPD basis set.

Results
**SMILES**: CCCCNC[O-]
**HOMO energy**: -2.350 eV
**Molecular weight**: 102.16 g/mol
**Frontier orbital gap**: 0.22537 Ha

Geometry as ORCA input:
```
! RIJCOSX wB97M-V def2-TZVPD def2/J DEFGRID3
* xyz -1 1
C -0.751 -0.307 0.095
N -0.135 1.074 0.015
C -0.416 1.854 1.265
O -1.685 2.022 1.579
C 0.396 -1.328 0.211
C 1.466 -1.242 -0.877
C 0.955 -1.853 -2.160
H -1.444 -0.315 -0.738
H -1.299 -0.258 1.047
H -0.648 1.537 -0.728
H 0.146 2.813 1.092
H 0.197 1.319 2.036
H 0.792 -1.058 1.196
H -0.020 -2.343 0.263
H 2.337 -1.782 -0.486
H 1.761 -0.208 -1.042
H 0.196 -1.193 -2.582
H 1.738 -1.818 -2.938
H 0.709 -2.910 -2.098
*
```

Löwdin population analysis, charges in e, atoms 1 to 2:
1. C -0.24
2. N -0.09



*iii*
This record from the OMol25 dataset describes an isolated ion of composition C5H12NO and charge -1. The level of theory is ωB97M-V with the def2-TZVPD basis set.

Results
**SMILES**: CNCCCC[O-]
**HOMO energy**: -2.227 eV
**Molecular weight**: 102.16 g/mol
**Frontier orbital gap**: 0.21608 Ha

Geometry as ORCA input:
```
! RIJCOSX wB97M-V def2-TZVPD def2/J DEFGRID3
* xyz -1 1
C 1.068 1.527 1.546
O 2.174 2.227 1.712
C 1.399 -0.038 1.374
C 0.271 -0.932 0.921
C 0.019 -0.632 -0.571
C -1.736 -0.277 -2.328
N -1.429 -0.598 -0.924
H 0.278 1.610 2.353
H 0.461 1.819 0.622
H 1.786 -0.293 2.373
H 2.293 0.006 0.749
H 0.432 -2.002 1.065
H -0.596 -0.624 1.525
H 0.385 -1.492 -1.140
H 0.406 0.341 -0.861
H -0.828 -0.233 -2.945
H -2.173 0.714 -2.438
H -2.260 -1.163 -2.697
H -1.950 0.042 -0.337
*
```

Löwdin population analysis, charges in e, atoms 1 to 2:
1. C -0.59
2. O -0.35



Result of the stability comparison: *i* is the least stable of them.



*i*
This record from the OMol25 dataset describes an isolated ion of composition C5H12NO and charge -1. The level of theory is ωB97M-V with the def2-TZVPD basis set.

Results
**SMILES**: NCCCCC[O-]
**HOMO energy**: -2.090 eV
**Molecular weight**: 102.16 g/mol
**Frontier orbital gap**: 0.21627 Ha

Geometry as ORCA input:
```
! RIJCOSX wB97M-V def2-TZVPD def2/J DEFGRID3
* xyz -1 1
C -1.266 -2.050 0.644
O -1.880 -2.406 1.799
C -1.413 -0.537 0.331
C -0.562 0.017 -0.824
C 0.949 0.017 -0.556
C 1.401 1.055 0.466
N 1.435 2.435 -0.041
H -0.168 -2.266 0.667
H -1.697 -2.582 -0.236
H -2.468 -0.359 0.115
H -1.159 -0.026 1.263
H -0.756 -0.586 -1.723
H -0.895 1.035 -1.071
H 1.484 0.214 -1.493
H 1.240 -0.991 -0.254
H 0.730 1.055 1.327
H 2.398 0.809 0.828
H 0.528 2.658 -0.439
H 2.097 2.510 -0.805
*
```

Löwdin population analysis, charges in e, atoms 1 to 2:
1. C -0.56
2. O -0.40



*ii*
This record from the OMol25 dataset describes a 2-piece molecular cluster, C5H12NO overall. The level of theory is ωB97M-V with the def2-TZVPD basis set.

Results
**HOMO energy**: -1.864 eV
**Molecular weight**: 102.16 g/mol
**Frontier orbital gap**: 0.21620 Ha

Geometry as ORCA input:
```
! RIJCOSX wB97M-V def2-TZVPD def2/J DEFGRID3
* xyz -1 1
C 1.909 -0.143 0.527
N 1.503 0.398 -0.699
C 0.302 -0.145 -1.183
C -1.021 0.349 -0.573
C -2.111 -0.586 -0.426
O -3.249 -0.374 -0.085
C 1.199 0.226 1.876
H 2.946 0.085 0.753
H 1.857 -1.274 0.500
H 4.518 2.274 -0.293
H 0.298 -1.266 -1.095
H 0.254 0.106 -2.257
H -1.090 1.425 -0.557
H -1.110 -0.096 0.497
H -1.823 -1.635 -0.606
H 4.485 1.523 -0.351
H 1.180 1.315 1.984
H 1.760 -0.186 2.722
H 0.151 -0.063 1.986
*
```

Löwdin population analysis, charges in e, atoms 1 to 2:
1. C -0.47
2. N -0.19



Result of the stability comparison: *ii* is the least stable of them.